This record from the OMol25 dataset describes a 13-piece molecular cluster, C93H215N13O21 overall at a distorted geometry. The level of theory is ωB97M-V with the def2-TZVPD basis set.

CARTESIAN COORDINATES (ANGSTROEM)
C 1.1619 0.9325 30.2571
O 1.9215 -0.1021 29.6462
C 2.5437 0.1466 28.3699
C 2.9915 -1.1298 27.7566
N 3.6288 -1.0936 26.4267
C 4.3676 -2.3424 26.0675
C 5.0740 -2.1410 24.7126
O 5.5287 -3.4142 24.1444
C 6.6183 -4.0997 24.8510
H 0.2979 0.9490 29.5927
H 1.6461 1.9090 30.2502
H 0.8560 0.6019 31.2496
H 3.4446 0.6967 28.6418
H 1.9527 0.6595 27.6111
H 2.1722 -1.8477 27.7964
H 3.7239 -1.5893 28.4203
H 2.9995 -0.7274 25.7267
H 3.6562 -3.1680 26.0860
H 5.1192 -2.5498 26.8292
H 5.9549 -1.5065 24.8104
H 4.3737 -1.6993 24.0036
H 6.4665 -4.1276 25.9300
H 7.5494 -3.5825 24.6195
H 6.7146 -5.1553 24.5970
C 6.9797 -10.4713 31.9542
O 6.9803 -9.2552 32.7966
C 5.7578 -8.5917 32.8522
C 5.8504 -7.4380 33.7936
N 5.8643 -7.6951 35.2028
C 4.6647 -8.4286 35.7182
C 4.7235 -8.4940 37.2748
O 5.8822 -9.0232 37.7672
C 5.7708 -10.3857 38.2373
H 7.9616 -10.9331 31.8508
H 6.7838 -10.2658 30.9018
H 6.3025 -11.1862 32.4216
H 4.9074 -9.2570 33.0017
H 5.6170 -8.1779 31.8537
H 4.9787 -6.8420 33.5233
H 6.6980 -6.8160 33.5057
H 6.7129 -8.0490 35.6208
H 4.6588 -9.4102 35.2441
H 3.7335 -7.9150 35.4790
H 3.8335 -8.8924 37.7618
H 4.7086 -7.4412 37.5566
H 6.6911 -10.7778 38.6700
H 5.6107 -10.9873 37.3426
H 5.0571 -10.5777 39.0384
C 14.0022 -5.0714 29.8093
O 13.5043 -3.7756 30.0287
C 13.8626 -2.6491 29.2648
C 13.5781 -1.3697 30.0547
N 14.2941 -0.1953 29.5586
C 15.7646 -0.2463 29.7623
C 16.3139 0.9758 29.0432
O 16.0721 2.1783 29.8464
C 16.4232 3.3749 29.2625
H 15.0903 -5.0802 29.7442
H 13.6718 -5.4931 28.8601
H 13.6051 -5.7332 30.5790
H 13.3217 -2.6511 28.3185
H 14.8794 -2.7781 28.8940
H 13.7362 -1.4718 31.1283
H 12.5231 -1.0964 30.0739
H 13.8893 0.6429 29.9505
H 16.1686 -1.1255 29.2604
H 16.0594 -0.2358 30.8116
H 15.9897 0.9905 28.0026
H 17.3907 0.8646 28.9156
H 16.0112 4.1605 29.8958
H 15.9768 3.4923 28.2750
H 17.5022 3.4891 29.1586
C 3.3815 -9.7214 27.1594
O 4.3241 -9.2319 28.1261
C 5.2722 -8.3848 27.5066
C 6.0903 -7.9248 28.7526
N 7.0831 -6.9400 28.3087
C 7.4133 -6.0285 29.3791
C 8.4289 -6.6594 30.3677
O 9.6437 -6.9901 29.7494
C 10.8383 -7.0164 30.5624
H 2.7486 -8.8614 26.9407
H 2.7506 -10.5217 27.5462
H 3.7297 -10.2142 26.2517
H 4.7849 -7.5538 26.9965
H 5.8687 -8.9278 26.7736
H 6.5098 -8.7259 29.3612
H 5.3612 -7.5284 29.4593
H 7.9610 -7.3946 28.1020
H 6.4848 -5.6756 29.8279
H 7.8580 -5.2388 28.7735
H 7.9725 -7.5345 30.8303
H 8.6818 -5.9184 31.1261
H 10.9851 -6.1215 31.1671
H 11.6778 -7.0177 29.8671
H 10.9141 -7.8007 31.3155
C 13.7475 5.6600 27.5684
O 13.6924 4.9300 28.7487
C 12.6544 3.9622 28.6924
C 12.3871 3.6053 30.1908
N 13.3128 2.5421 30.7036
C 13.2968 2.5365 32.1642
C 12.2028 1.6081 32.6420
O 12.1143 1.6358 34.0621
C 10.9978 0.9223 34.5073
H 14.7284 6.1340 27.5329
H 13.0229 6.4733 27.6086
H 13.5566 5.1093 26.6473
H 12.9805 3.0211 28.2497
H 11.7578 4.2895 28.1659
H 11.3420 3.3042 30.2629
H 12.5188 4.5069 30.7890
H 14.2554 2.6004 30.3453
H 13.1821 3.5252 32.6085
H 14.2270 2.2066 32.6268
H 12.4597 0.5844 32.3699
H 11.2274 1.7189 32.1682
H 10.0704 1.4351 34.2523
H 11.1482 0.8580 35.5850
H 10.8274 -0.0949 34.1548
C 4.2764 0.3445 32.1909
O 5.6177 0.8202 32.1185
C 5.7784 1.8879 31.2154
C 7.2561 2.3702 31.3410
N 7.6794 2.9064 29.9717
C 8.0139 1.7766 29.0798
C 8.2195 2.3723 27.6459
O 8.6762 1.3693 26.7098
C 7.5506 0.7214 26.1874
H 4.2037 -0.4650 32.9172
H 3.9252 -0.0069 31.2207
H 3.6173 1.1586 32.4925
H 5.0476 2.6820 31.3686
H 5.5677 1.5245 30.2096
H 7.8607 1.5842 31.7934
H 7.1968 3.1363 32.1141
H 8.4301 3.5436 30.1962
H 7.2431 1.0201 28.9328
H 8.8938 1.2351 29.4271
H 9.0834 3.0365 27.6217
H 7.3145 2.8641 27.2893
H 6.8831 0.3242 26.9521
H 7.8751 -0.1179 25.5723
H 6.9466 1.2918 25.4817
C 13.6196 -12.0564 23.8512
O 12.4819 -11.5274 23.2842
C 12.5927 -10.6525 22.0996
C 11.1903 -9.9666 21.9797
N 11.1051 -8.6399 22.6730
C 9.7758 -8.2925 23.0639
C 9.7251 -6.9804 23.8533
O 9.9650 -7.2220 25.2135
C 9.8506 -6.0521 25.9534
H 14.3292 -12.6425 23.2673
H 13.1913 -12.6913 24.6269
H 14.1467 -11.2430 24.3498
H 12.7821 -11.3390 21.2744
H 13.3063 -9.8286 22.1111
H 10.4121 -10.5134 22.5122
H 10.8577 -9.9535 20.9418
H 11.6045 -8.6297 23.5509
H 9.5027 -9.0162 23.8319
H 9.0931 -8.3565 22.2166
H 8.7832 -6.4376 23.7742
H 10.4943 -6.2807 23.5264
H 9.5594 -6.4466 26.9269
H 9.1235 -5.3040 25.6377
H 10.8198 -5.5801 26.1145
C 12.5662 -4.1857 33.0588
O 13.4229 -3.8134 34.1803
C 14.6611 -3.3755 33.7471
C 15.5298 -2.8806 34.8952
N 14.7427 -2.0573 35.8811
C 14.2709 -0.7429 35.3609
C 15.4140 0.2736 35.0976
O 15.6532 0.2515 33.6502
C 16.6583 1.1640 33.2101
H 13.0492 -5.0385 32.5817
H 12.2703 -3.3660 32.4041
H 11.6285 -4.5115 33.5092
H 14.5916 -2.5033 33.0970
H 15.2243 -4.1610 33.2431
H 16.4768 -2.3885 34.6734
H 15.9922 -3.7777 35.3070
H 13.9638 -2.6591 36.1075
H 13.6992 -0.3662 36.2091
H 13.5245 -0.8165 34.5699
H 16.3724 0.1026 35.5878
H 15.1551 1.2782 35.4320
H 17.6109 0.9029 33.6712
H 16.4075 2.1952 33.4585
H 16.6294 1.2477 32.1237
C 7.6430 1.7692 39.8210
C 7.5803 1.4167 38.3153
C 7.1422 -0.0785 38.3276
C 6.6411 -0.6269 36.9543
C 5.5052 0.3147 36.5371
C 5.8920 1.8071 36.4052
N 6.5928 2.2706 37.6353
O 6.8263 3.6176 37.7034
C 6.7270 1.9076 35.1353
C 4.6010 2.5908 36.2524
C 9.0285 1.4484 37.7098
H 7.9810 2.7998 39.9294
H 8.3053 1.1200 40.3938
H 6.6983 1.6984 40.3599
H 8.0532 -0.6356 38.5461
H 6.3816 -0.2216 39.0952
H 6.2724 -1.6516 36.9066
H 7.5276 -0.5300 36.3276
H 4.6921 0.2023 37.2542
H 5.0902 0.0417 35.5669
H 6.9060 2.9650 34.9407
H 7.6647 1.3521 35.1176
H 6.1052 1.5232 34.3267
H 4.8411 3.6120 35.9564
H 3.8707 2.2018 35.5429
H 4.0996 2.6919 37.2149
H 9.1746 1.0055 36.7246
H 9.7807 1.0653 38.3993
H 9.3512 2.4865 37.6301
H 6.0990 3.9692 38.2220
C 10.9594 -11.1440 35.2845
C 9.7018 -10.2973 35.6234
C 9.6816 -9.9420 37.1954
C 10.7088 -8.9598 37.5299
C 10.4508 -7.6992 36.7234
C 10.1983 -7.8441 35.1734
N 9.4668 -9.0636 34.8224
O 9.3807 -9.2692 33.3943
C 9.2995 -6.5998 34.7989
C 11.5691 -7.7910 34.5557
C 8.4636 -11.2032 35.5013
H 11.8843 -10.5709 35.3489
H 10.8640 -11.4676 34.2480
H 11.0700 -11.9380 36.0230
H 8.7361 -9.5695 37.5896
H 9.7580 -10.8172 37.8407
H 11.7013 -9.3621 37.3273
H 10.7283 -8.7103 38.5908
H 11.2950 -7.0488 36.9526
H 9.6114 -7.2178 37.2252
H 9.7710 -5.6594 35.0845
H 8.9683 -6.6887 33.7643
H 8.4132 -6.7467 35.4162
H 11.9652 -6.7781 34.6280
H 12.2341 -8.5361 34.9924
H 11.5386 -7.9403 33.4764
H 7.5821 -10.7127 35.9142
H 8.5237 -12.1014 36.1159
H 8.3345 -11.6480 34.5146
H 8.4416 -9.2678 33.1947
C 0.9251 -4.7314 32.3663
C 1.2551 -4.5902 30.8557
C 2.6489 -5.0497 30.5671
C 2.8931 -5.3258 29.0992
C 1.7533 -6.1169 28.3957
C 0.3991 -5.5576 28.6052
N 0.2308 -5.2875 30.0479
O -1.0400 -4.7599 30.3116
C 0.1760 -4.3714 27.6236
C -0.5815 -6.6533 28.2923
C 1.1852 -3.0639 30.5096
H 1.7180 -4.3235 32.9931
H 0.8643 -5.7974 32.5854
H -0.0602 -4.3831 32.6762
H 3.4287 -4.3710 30.9126
H 2.7763 -5.9080 31.2268
H 3.8154 -5.8619 28.8754
H 3.0682 -4.3539 28.6380
H 1.6910 -7.1369 28.7750
H 2.0577 -6.2237 27.3546
H 1.1108 -3.8413 27.4411
H -0.0954 -4.7302 26.6307
H -0.5509 -3.6608 28.0168
H -0.5001 -7.5084 28.9632
H -1.6047 -6.2925 28.1873
H -0.2668 -7.0901 27.3445
H 1.0546 -2.8573 29.4473
H 2.0484 -2.4579 30.7848
H 0.3658 -2.5107 30.9685
H -1.4569 -5.4558 30.8248
C 7.1473 -1.6862 32.8764
C 7.0517 -2.8927 31.9110
C 6.0992 -2.5691 30.7742
C 6.6967 -1.6654 29.7108
C 7.9744 -2.2324 29.1173
C 9.0608 -2.6024 30.1758
N 8.3347 -3.3472 31.2752
O 9.2678 -3.8179 32.1811
C 10.0486 -3.4426 29.3257
C 9.8808 -1.3563 30.6437
C 6.5320 -4.0749 32.7487
H 7.4664 -0.7785 32.3643
H 8.0031 -1.7864 33.5440
H 6.2096 -1.5505 33.4153
H 5.6985 -3.5285 30.4472
H 5.2239 -2.0924 31.2155
H 6.9885 -0.7016 30.1280
H 5.9615 -1.4502 28.9354
H 8.3478 -1.4973 28.4043
H 7.7405 -3.1213 28.5313
H 9.6131 -4.4066 29.0628
H 10.4824 -2.8956 28.4886
H 10.8961 -3.7385 29.9441
H 10.8390 -1.4703 31.1507
H 9.9565 -0.5782 29.8842
H 9.4051 -0.7974 31.4497
H 6.9517 -4.0294 33.7537
H 6.7643 -4.9963 32.2147
H 5.4467 -4.0883 32.8482
H 9.3835 -4.7299 31.9044
C 12.1666 0.9676 25.2951
C 12.0992 -0.3773 26.1042
C 10.9907 -1.3113 25.6594
C 11.3367 -2.1816 24.4790
C 12.6249 -2.8944 24.6606
C 13.8088 -1.9638 25.0231
N 13.3475 -1.1480 26.1729
O 14.4017 -0.5546 26.7746
C 14.9068 -3.0258 25.3547
C 14.2716 -1.1617 23.7754
C 11.6483 0.0630 27.4671
H 11.9545 0.7501 24.2483
H 13.1827 1.3621 25.2883
H 11.4019 1.6824 25.5992
H 10.5335 -1.8833 26.4667
H 10.1392 -0.7107 25.3394
H 11.5420 -1.4723 23.6772
H 10.5504 -2.8944 24.2302
H 12.8469 -3.4004 23.7210
H 12.4933 -3.5895 25.4899
H 15.9154 -2.6818 25.5841
H 14.6159 -3.6033 26.2321
H 14.9768 -3.7385 24.5330
H 14.3848 -1.6871 22.8272
H 13.5218 -0.4313 23.4712
H 15.1840 -0.6077 23.9964
H 12.2074 0.8500 27.9732
H 11.7230 -0.7703 28.1658
H 10.5856 0.2922 27.3879
H 14.1657 -0.5296 27.7048

Atoms 1-6, force components in eV/Å:
C -0.41 -0.67 -1.71
O 0.65 -0.85 -0.37
C 0.57 0.88 0.99
C 0.67 -2.25 -0.16
N 0.72 0.54 1.06
C -0.77 1.42 -0.08

## Properties
Electronic energy in eV: -162274.8890
Charge: 0
ΔE to the lowest compared entry with this formula, charge and spin in kcal per mole: 84.3
Gap between HOMO and LUMO in eV: 7.994

Here are the Löwdin charges for atoms 1 to 2, given in e: atom 1 (C): -0.09, atom 2 (O): -0.24